# C4H8N2S

The molecule C4H8N2S at a distorted geometry (ωB97M-V/def2-TZVPD, OMol25).

Calculated values
SMILES: CN(C)/C=N/C=S
gap between HOMO and LUMO: 0.2853 hartree
HOMO: -0.2907 Eh

```
15
Properties=species:S:1:pos:R:3:lowdin_charge:R:1
C -1.7230 -0.7498 -0.1344 -0.118
C -1.0375 1.4349 0.0159 -0.050
C 0.5904 -0.4242 -0.1131 -0.155
C 2.8216 -0.3482 0.0123 -0.854
H -1.2823 -1.8207 0.0626 0.118
H -2.3448 -0.6873 -1.0722 0.111
H -2.3518 -0.5162 0.7689 0.087
H -0.1477 2.1710 0.3472 0.131
H -1.8590 1.2547 0.9647 0.138
H -1.5995 1.8472 -0.8123 0.067
H 0.6746 -1.4698 0.2368 0.130
H 2.8132 -1.3978 0.4676 0.060
N -0.5961 0.0737 -0.3805 -0.222
N 1.7052 0.3898 -0.2211 -0.014
S 4.3369 0.2427 -0.1423 0.572
```


# C4H8N2S

A cluster of 3 separate species, C4H8N2S in total at a distorted geometry (ωB97M-V/def2-TZVPD, OMol25).

Calculated values
gap between HOMO and LUMO: 0.2821 hartree
HOMO: -0.3071 Eh

```
15
Properties=species:S:1:pos:R:3:lowdin_charge:R:1
C 2.8040 -0.3764 0.8897 -0.040
C 1.7572 0.1382 -0.0172 -0.477
C 1.5362 1.4169 -0.3760 -0.057
C -0.3645 -1.0356 -0.5907 -0.241
H 2.1141 -0.7687 1.5632 0.060
H 3.1198 -1.3949 0.5442 0.099
H 3.7111 0.2470 1.0475 0.105
H 2.2572 2.2955 -0.3931 0.069
H 1.2458 1.5200 -1.4798 0.081
H -0.9314 -1.8352 -0.9112 0.081
H -0.5928 1.3111 -0.7608 0.272
H -3.3806 -0.2908 -1.1839 0.031
N 0.9660 -0.8093 -0.6777 0.055
N -1.0401 0.0673 -0.1543 -0.598
S -2.5888 0.2032 0.4977 0.561
```


# C4H8N2S

A cluster of 2 separate species, C4H8N2S in total at a distorted geometry (ωB97M-V/def2-TZVPD, OMol25).

Calculated values
SMILES: NN=C=S.C=CC
gap between HOMO and LUMO: 0.3270 hartree
HOMO: -0.3155 Eh

```
15
Properties=species:S:1:pos:R:3:lowdin_charge:R:1
C -1.7848 0.3394 -0.0122 -0.838
C 1.1871 -0.2426 1.1056 -0.017
C 0.2108 -1.1092 -1.0252 -0.124
C 0.1611 -0.8489 0.4489 -0.287
N -0.0129 1.9685 -0.3128 0.037
N -1.2912 1.4398 0.0362 0.001
S -2.8034 -0.8453 -0.0461 0.755
H 0.7685 1.4013 0.1759 0.073
H 2.1830 -0.2977 0.7202 0.066
H 1.1142 -0.0406 2.1267 0.045
H 0.0168 -0.2713 -1.5974 0.047
H -0.2235 -2.1419 -1.1680 0.109
H 1.2371 -1.1649 -1.3297 0.070
H -0.7622 -1.0995 0.9060 0.003
H -0.0004 2.9132 -0.0281 0.058
```


# C4H8N2S

The molecule C4H8N2S at a distorted geometry (ωB97M-V/def2-TZVPD, OMol25).

Calculated values
⟨S²⟩: 2.008
2S+1: 3
gap between HOMO and LUMO (spin up / spin down): 0.2723 / 0.2814 hartree
HOMO (spin up / spin down): -0.2387 / -0.3099 Eh

```
15
Properties=species:S:1:pos:R:3:lowdin_charge:R:1
C 1.0510 -1.2961 -0.7670 -0.065
C 1.0844 1.1003 -1.1706 -0.231
C -0.0461 1.3693 -0.1521 -0.337
C -1.4998 -1.3356 1.3589 -0.314
N 1.2645 -0.2919 -1.4329 -0.040
N 0.1239 0.8429 1.1466 -0.459
S 0.2142 -0.5907 1.6459 0.821
H 1.3565 -2.3343 -0.8504 0.049
H 0.9924 1.5223 -2.1795 0.113
H 2.0345 1.4979 -0.7307 0.129
H -0.1533 2.5111 0.0278 0.134
H -0.9980 1.0200 -0.6480 0.106
H -2.1732 -0.5778 1.8054 0.029
H -1.6401 -2.2980 1.7636 0.000
H -1.6108 -1.1394 0.1830 0.065
```


# C4H8N2S2

A structure of composition C4H8N2S2 at a distorted geometry (ωB97M-V/def2-TZVPD, OMol25).

Calculated values
gap between HOMO and LUMO: 0.2935 hartree
HOMO: -0.3114 Eh

```
16
Properties=species:S:1:pos:R:3:lowdin_charge:R:1
C 0.4386 -0.2048 -1.5226 -0.882
C -0.2065 0.9833 0.4368 -0.230
C 0.1727 -0.0233 1.6183 -0.563
C 0.1153 -1.3082 0.6386 -0.121
H -1.1472 -1.7257 -2.4570 0.277
H 0.8187 -1.4342 -3.1644 0.068
H 0.6279 1.6612 -0.0089 0.054
H -1.1054 1.5931 0.3587 0.100
H 1.0118 0.1326 2.1961 0.038
H -0.4864 0.3024 4.2885 0.005
H -0.7307 -2.0801 0.9607 0.120
H 1.3346 -1.6326 0.0888 0.203
N 0.1856 -1.3970 -2.3087 -0.052
N -0.3960 -0.2488 -0.3570 -0.185
S 1.1499 1.1730 -2.2688 0.595
S -1.2731 -0.0466 2.8545 0.572
```


# C4H8N3

The ion C4H8N3 with charge +1 (ωB97M-V/def2-TZVPD, OMol25).

Calculated values
SMILES: N[C@@H]1C=CNC=[NH+]1
charge: +1
gap between HOMO and LUMO: 0.3734 hartree
HOMO: -0.5133 Eh

```
15
Properties=species:S:1:pos:R:3:lowdin_charge:R:1
C 0.1668 0.9216 -0.9462 0.007
C -1.0715 0.5047 -1.1778 -0.052
C -0.7934 -1.3813 0.2151 -0.071
C 1.0654 0.2688 0.0692 -0.353
N -1.5724 -0.6421 -0.5457 0.094
N 0.4535 -1.0637 0.4379 0.147
N 1.2298 1.1145 1.1802 0.092
H 0.5650 1.7956 -1.4316 0.127
H -1.7447 0.9895 -1.8642 0.134
H -1.2020 -2.2843 0.6550 0.170
H 2.0505 0.0526 -0.3609 0.161
H -2.5291 -0.9180 -0.7244 0.175
H 1.0177 -1.6651 1.0254 0.167
H 0.3879 1.4120 1.6485 0.103
H 1.9765 0.8951 1.8194 0.098
```


# C4H8N3O

A cluster of 2 separate species, C4H8N3O in total at a distorted geometry (ωB97M-V/def2-TZVPD, OMol25).

Calculated values
charge: +1
gap between HOMO and LUMO (spin up / spin down): 0.3020 / 0.1319 hartree
HOMO (spin up / spin down): -0.4401 / -0.3173 Eh

```
16
Properties=species:S:1:pos:R:3:lowdin_charge:R:1
C 2.1111 -0.1747 -0.5351 -0.023
C -2.5040 -0.9232 1.1914 -0.353
C 0.7551 1.5712 0.1724 -0.141
C 0.1810 0.7600 -0.9459 -0.021
N 1.9427 0.7786 0.5224 0.062
N 1.0408 -0.2440 -1.3155 0.113
N -2.8412 -2.0436 0.7428 0.122
O -2.0972 0.0256 1.7503 0.110
H 3.0439 -0.6168 -0.4130 0.132
H 0.9578 2.5905 -0.0981 0.126
H 0.1738 1.6233 1.0858 0.118
H -0.6673 1.1142 -1.5522 0.136
H 2.8207 1.3155 0.6855 0.167
H 0.9136 -0.7304 -2.1861 0.181
H -3.5873 -2.1988 0.0011 0.160
H -2.2435 -2.8474 0.8941 0.112
```


# C4H8N3O

The ion C4H8N3O with charge +1 at a distorted geometry (ωB97M-V/def2-TZVPD, OMol25).

Calculated values
SMILES: COc1[nH+]cnn1C
charge: +1
gap between HOMO and LUMO: 0.4200 hartree
HOMO: -0.5314 Eh

```
16
Properties=species:S:1:pos:R:3:lowdin_charge:R:1
C -2.1813 0.8228 -0.8446 -0.084
C -0.3428 -0.0247 -0.0734 -0.290
C 0.7007 2.3381 0.5245 0.068
C 0.7521 -2.1267 0.2955 0.008
N -1.4698 1.8201 -0.4670 0.130
N -0.3103 1.3431 0.0222 -0.044
N -1.5143 -0.3664 -0.6185 0.215
O 0.6824 -0.7001 0.3405 0.035
H -3.1624 0.8779 -1.2698 0.144
H 1.3284 2.6478 -0.3067 0.102
H 1.2855 1.8863 1.3163 0.097
H 0.1181 3.1813 0.8856 0.101
H 1.7709 -2.3588 0.6029 0.113
H 0.5817 -2.5032 -0.7136 0.107
H 0.0501 -2.5727 1.0024 0.110
H -1.8585 -1.2967 -0.8151 0.186
```